No. 1
Molecular formula: C14H18NO7
Method: DFT, the ωB97M-V functional and the def2-TZVPD basis

The total charge is -1. As for the multiplicity: 1. As for the lowest unoccupied orbital energy: 2.42 eV. The calculation puts the energy at -30630.1277 eV.

Geometry as XYZ:
```
40
Properties=species:S:1:pos:R:3:nbo_charge:R:1
C 2.31625 -0.64683 -0.11471 -0.638
C 0.84419 -0.29496 0.06375 0.025
C -0.06392 -0.53988 -0.93075 -0.247
C -1.40387 -0.22027 -0.76240 -0.214
C -1.78803 0.34513 0.41295 -0.017
C -3.28693 0.68508 0.65993 -0.283
N -4.13659 0.37539 -0.46445 -0.587
O -5.18836 -0.51457 0.05492 -0.692
C -0.89006 0.60105 1.41360 -0.236
C 0.44155 0.28219 1.24078 -0.243
H 2.46968 -1.56560 -0.67448 0.215
H 2.75149 -0.79075 0.87709 0.203
H 2.79973 0.19425 -0.62179 0.203
H 0.21393 -1.01736 -1.86679 0.179
H -2.12247 -0.42452 -1.54453 0.239
H -3.37021 1.75443 0.97504 0.115
H -3.58553 0.04675 1.50806 0.177
H -4.86901 -1.40440 -0.13912 0.417
H -1.22034 1.04804 2.34915 0.187
H 1.11492 0.47679 2.06968 0.200
C 1.19424 -3.54046 -3.55083 -0.101
C 1.40690 -5.03278 -3.64543 -0.100
O 2.54418 -5.23695 -2.80714 -0.497
C 2.59766 -4.20343 -1.92054 0.967
O 3.32498 -4.16294 -0.98431 -0.566
O 1.70903 -3.23444 -2.25594 -0.479
H 0.14705 -3.25608 -3.62498 0.214
H 1.76700 -2.98649 -4.29775 0.182
H 0.56541 -5.60120 -3.24405 0.185
H 1.60966 -5.36832 -4.66023 0.196
C -0.11388 4.69934 3.53676 -0.098
C -0.43988 4.88537 2.07175 -0.105
O 0.74327 4.40815 1.42958 -0.485
C 1.36077 3.55289 2.28098 0.972
O 2.27646 2.85837 1.98704 -0.568
O 0.79123 3.59626 3.51528 -0.493
H -0.98958 4.46784 4.13894 0.203
H 0.39552 5.56587 3.96633 0.172
H -1.28629 4.27531 1.74990 0.206
H -0.63011 5.92377 1.80865 0.193
```



No. 2
Molecular formula: C33H47F16N4O7Si
Method: DFT, the ωB97M-V functional and the def2-TZVPD basis

The total charge is +1. The calculation puts the energy relative to the best compared isomer or geometry (same formula, charge and spin) at 0.0 kcal per mole. As for the multiplicity: 1. As for the lowest unoccupied orbital energy: -2.20 eV. The calculation puts the energy at -106627.8552 eV.

Geometry as XYZ:
```
108
Properties=species:S:1:pos:R:3:mulliken_charge:R:1
C 8.23707 -2.34216 3.57291 -0.925
C 7.82104 -3.24576 2.40691 -0.426
O 6.65327 -2.71030 1.81351 -0.153
C 6.33304 -3.29840 0.56471 -0.815
C 5.87334 -2.24886 -0.42927 -0.534
O 4.86943 -1.45444 0.15572 -0.207
C 4.44609 -0.37174 -0.67532 -0.723
C 2.95783 -0.18929 -0.44586 -0.238
O 2.58464 0.97201 0.31693 -0.364
C 2.05402 0.63165 1.56327 -0.808
N 1.32298 1.74236 2.12453 -0.161
C 1.78781 2.83844 2.72352 0.307
C 3.16945 3.32187 2.98145 -0.334
C 4.20381 2.28269 3.40967 0.235
O 4.03971 1.59303 4.38475 -0.561
C 5.42473 2.18906 2.56279 0.445
C 6.03324 0.95953 2.34859 -0.130
C 7.14321 0.89721 1.52711 -0.414
C 7.65598 2.03305 0.92533 -0.490
C 7.07974 3.27185 1.16225 -0.870
C 5.96660 3.33273 1.97692 -0.381
N 0.78784 3.61029 3.12934 -0.768
C -0.33014 2.98320 2.75265 0.344
N -1.52033 3.52375 3.02681 -0.166
C -2.85471 3.01729 2.74844 -0.775
N -0.06601 1.83709 2.11088 1.035
C -0.87920 0.81845 1.47431 -1.756
C -1.66292 -0.10095 2.42141 0.124
O -1.69117 -1.39073 1.79849 -0.297
Si -3.09227 -2.26550 2.18642 0.581
C -2.87179 -4.09967 1.88397 -1.205
C -3.50786 -2.07002 4.02084 -1.153
C -4.61113 -1.70178 1.24712 -0.743
H 7.51163 -1.54169 3.68208 0.086
H 9.21064 -1.89388 3.39090 0.293
H 8.31774 -2.91771 4.48906 0.334
H 7.66348 -4.26137 2.77709 0.398
H 8.64015 -3.27477 1.68326 0.381
H 7.18147 -3.85079 0.15911 0.461
H 5.54533 -4.03913 0.73431 0.283
H 5.50421 -2.79743 -1.30216 0.460
H 6.75300 -1.66122 -0.70758 0.313
H 5.02549 0.53543 -0.50810 0.206
H 4.57469 -0.69314 -1.71108 0.602
H 2.46253 -0.09206 -1.41066 0.127
H 2.60007 -1.12066 -0.00724 0.317
H 1.40369 -0.23898 1.50166 0.822
H 2.86584 0.34055 2.23296 0.291
H 3.07420 4.04336 3.78756 0.361
H 3.50893 3.85356 2.09801 0.262
H 5.61070 0.09092 2.83121 0.425
H 7.58228 -0.06839 1.34748 0.430
H 8.50907 1.95661 0.26654 0.434
H 7.46271 4.17053 0.70872 0.439
H 5.52709 4.30495 2.15228 0.471
H -1.46626 4.39305 3.52869 0.299
H -3.10053 2.19849 3.42066 0.318
H -3.55738 3.80641 2.99065 0.394
H -3.02192 2.76650 1.70644 0.188
H -0.30976 0.19946 0.79372 0.882
H -1.60297 1.34195 0.85664 -0.092
H -2.69020 0.25290 2.47870 0.224
H -1.21245 -0.18279 3.41078 0.336
H -3.13047 -4.40206 0.87292 0.335
H -1.82601 -4.34159 2.07476 0.340
H -3.47854 -4.65154 2.59532 0.348
H -3.98956 -1.10357 4.16582 0.308
H -2.58100 -2.09292 4.59246 0.315
H -4.18147 -2.85740 4.33889 0.428
H -4.49125 -1.65841 0.16713 -0.124
H -4.98030 -0.72341 1.56264 0.393
H -5.42774 -2.39351 1.45061 0.434
C -0.65883 2.50611 -3.32795 -0.891
C 0.23773 1.62824 -4.21569 1.021
C -0.39800 0.91478 -5.41305 0.021
F -1.38606 0.07786 -5.04035 -0.184
F 0.55124 0.18380 -6.03398 -0.267
F 0.90716 0.74646 -3.43479 -0.257
F 1.17063 2.46796 -4.74197 -0.333
O -1.18685 1.94957 -2.12443 -0.226
C -2.33070 1.19474 -2.10144 0.762
C -2.05967 -0.26487 -1.72451 1.154
F -1.13668 -0.82944 -2.51657 -0.229
F -3.19985 -0.98674 -1.84109 -0.212
F -3.02228 1.30448 -3.24395 -0.298
F -3.11528 1.70539 -1.11318 -0.316
H -0.00038 3.29535 -2.96960 0.365
H -1.43326 3.00931 -3.90623 0.322
H -0.79772 1.64424 -6.12312 0.311
H -1.71047 -0.33484 -0.69337 -0.927
C -8.68548 0.13011 -3.63981 -0.750
C -8.56814 -0.02960 -5.16470 0.891
C -8.90662 -1.39031 -5.78131 0.072
F -8.12446 -2.37886 -5.30732 -0.207
F -8.71776 -1.32149 -7.11786 -0.265
F -7.34497 0.38182 -5.56429 -0.257
F -9.46810 0.84493 -5.69873 -0.326
O -7.51693 0.00225 -2.83793 -0.359
C -7.03832 -1.21624 -2.42212 0.702
C -5.68646 -1.56308 -3.05022 0.723
F -5.72810 -1.49438 -4.39451 -0.222
F -5.33533 -2.82776 -2.71561 -0.303
F -7.95616 -2.18259 -2.60514 -0.304
F -6.84443 -1.11694 -1.08188 -0.229
H -8.97183 1.17053 -3.49641 0.381
H -9.50907 -0.45993 -3.23765 0.326
H -9.95340 -1.64374 -5.59100 0.287
H -4.91963 -0.87933 -2.70159 -0.175
```



No. 3
Molecular formula: C5H8O2
Method: DFT, the ωB97M-V functional and the def2-TZVPD basis

The calculation puts the energy relative to the best compared isomer or geometry (same formula, charge and spin) at 90.2 kcal per mole. As for the multiplicity: 1. As for the lowest unoccupied orbital energy: 0.76 eV. The calculation puts the energy at -9405.9228 eV.

Geometry as XYZ:
```
15
Properties=species:S:1:pos:R:3:nbo_charge:R:1
C -1.77496 -0.21129 -0.02233 -0.619
C -0.47002 0.55970 0.03968 0.030
O -0.11515 0.66632 1.45311 -0.478
C 0.88273 1.46925 1.70548 0.099
C 1.13407 -1.31580 -0.39619 -0.537
C 0.65346 -0.11524 -0.71430 0.315
O 1.08137 0.65584 -1.74691 -0.667
H -1.64789 -1.20078 0.42864 0.219
H -2.56756 0.31920 0.51377 0.220
H -2.07677 -0.34329 -1.06594 0.226
H -0.57346 1.57938 -0.33890 0.219
H 0.97520 1.36418 2.81673 0.072
H 1.96187 -1.77113 -0.93253 0.203
H 0.71730 -1.86347 0.44097 0.215
H 1.81982 0.20713 -2.18129 0.482
```



No. 4
Molecular formula: C4H8O3
Method: DFT, the ωB97M-V functional and the def2-TZVPD basis

The calculation puts the energy relative to the best compared isomer or geometry (same formula, charge and spin) at 33.6 kcal per mole. As for the multiplicity: 1. As for the lowest unoccupied orbital energy: 0.79 eV. The calculation puts the energy at -10419.5452 eV.

Geometry as XYZ:
```
15
Properties=species:S:1:pos:R:3:nbo_charge:R:1
O -1.04834 0.81791 -0.82695 -0.593
C -0.37272 0.69344 0.18246 0.605
C -1.05197 0.55545 1.52385 -0.169
O -2.42919 0.40632 1.38802 -0.705
C 1.12828 0.55667 0.12232 -0.546
C 1.42514 -0.86427 -0.44260 -0.051
O 0.28315 -1.69763 -0.42541 -0.714
H -0.60695 -0.30624 2.04507 0.200
H -0.79571 1.45525 2.10979 0.191
H -2.60663 0.50272 0.43674 0.487
H 1.52992 1.33071 -0.53858 0.240
H 1.56630 0.68689 1.11740 0.218
H 1.83280 -0.79330 -1.45887 0.172
H 2.16846 -1.36554 0.18482 0.189
H -0.34489 -1.33514 -1.06839 0.478
```



No. 5
Molecular formula: C31H41ClN4NiO2Si
Method: DFT, the ωB97M-V functional and the def2-TZVPD basis

The total charge is -2. As for the expectation value of S²: 2.009. As for the multiplicity: 3. As for the lowest unoccupied orbital energy (alpha / beta): 4.66 / 4.66 eV. The calculation puts the energy at -104313.3535 eV.

Geometry as XYZ:
```
81
Properties=species:S:1:pos:R:3:lowdin_spin:R:1
Ni -1.00634 -0.39106 0.95366 1.644
O -0.39745 2.50615 3.93341 -0.002
C -0.46961 1.53574 3.15471 0.002
N -1.10557 1.38447 2.01049 0.049
C -1.96894 2.33499 1.47456 0.005
C -2.10543 3.64615 1.92910 0.002
C -2.99902 4.52296 1.31904 0.001
C -3.77717 4.09808 0.25675 0.001
C -3.66813 2.78902 -0.20750 0.002
C -2.77275 1.89715 0.37860 0.004
N -2.59124 0.56992 -0.01503 0.048
C -3.39195 -0.05806 -0.84452 0.002
O -4.39410 0.32084 -1.48730 -0.002
C -2.98446 -1.51944 -1.04588 0.001
C -3.68167 -2.29663 -1.96812 0.001
C -3.34052 -3.62503 -2.11868 -0.002
C -2.33274 -4.15783 -1.32279 0.001
C -1.68719 -3.31273 -0.43767 0.002
N -1.97982 -2.02077 -0.32458 0.035
C 0.29711 0.27952 3.55844 0.001
C 0.94148 0.25621 4.79272 0.002
C 1.53222 -0.91331 5.22021 -0.002
C 1.45278 -2.03948 4.40914 0.001
C 0.82055 -1.91797 3.18685 0.002
N 0.28504 -0.78142 2.74856 0.039
H -1.49510 3.95944 2.76224 0.000
H -3.07769 5.54137 1.68467 0.000
H -4.47627 4.77685 -0.22038 0.000
H -4.27052 2.43625 -1.03062 0.000
H -4.46888 -1.81353 -2.52933 0.000
H -3.85739 -4.24723 -2.84116 0.000
H -2.04436 -5.19879 -1.38440 0.000
H -0.90157 -3.67910 0.21002 0.001
H 0.92335 1.16407 5.37794 0.000
H 2.02899 -0.96103 6.18316 0.000
H 1.86779 -2.99310 4.70964 0.000
H 0.72946 -2.77222 2.52753 0.001
Cl -2.54486 -1.09358 4.12740 0.017
C -2.48732 -1.37681 2.28992 0.080
H -3.47558 -1.05268 1.95103 0.002
H -2.45700 -2.47046 2.20991 0.008
C 2.18846 2.07517 0.96805 0.000
C 1.95266 1.76441 -0.51632 0.002
C 1.03980 2.90024 -0.99977 0.000
C 3.30761 1.94165 -1.21448 0.001
Si 1.00763 0.02330 -0.74149 0.024
C 2.45111 -1.36686 -0.59604 0.009
C 1.76690 -2.73237 -0.45972 0.003
C 3.25823 -1.19133 0.69543 0.000
C 3.48428 -1.49030 -1.72112 0.002
C 0.54177 0.01124 -2.69304 0.005
C 0.18578 -1.40499 -3.17020 0.000
C -0.72991 0.83380 -2.94129 0.000
C 1.58564 0.55174 -3.68036 0.002
H 2.71573 3.03688 1.05708 0.000
H 2.78238 1.33136 1.48951 0.000
H 1.24553 2.18207 1.48526 0.000
H 1.46009 3.86439 -0.67963 0.000
H 0.03774 2.82607 -0.57214 0.000
H 0.94712 2.93394 -2.08577 0.000
H 3.65731 2.97406 -1.06069 0.000
H 3.27087 1.76912 -2.28935 0.000
H 4.07597 1.28599 -0.80070 0.000
H 1.07009 -2.72491 0.37379 0.002
H 2.51644 -3.51814 -0.27128 0.000
H 1.20377 -3.01553 -1.34609 0.000
H 2.62532 -1.04882 1.56862 0.000
H 3.94643 -0.34772 0.64435 0.000
H 3.86426 -2.09403 0.87129 0.000
H 3.04334 -1.77322 -2.67551 0.000
H 4.21505 -2.27306 -1.46174 0.001
H 4.04160 -0.56570 -1.87596 0.000
H -0.54667 -1.88699 -2.52484 0.000
H 1.05208 -2.06132 -3.24342 0.000
H -0.25627 -1.34439 -4.17551 0.000
H -1.58750 0.41112 -2.43670 0.000
H -0.95201 0.84207 -4.01935 0.000
H -0.65571 1.86733 -2.61243 0.000
H 2.56138 0.07268 -3.59433 0.000
H 1.73084 1.62681 -3.56782 0.000
H 1.22672 0.38734 -4.70801 0.000
```



No. 6
Molecular formula: C5H12NO5PS
Method: DFT, the ωB97M-V functional and the def2-TZVPD basis

The calculation puts the energy relative to the best compared isomer or geometry (same formula, charge and spin) at 115.7 kcal per mole. As for the multiplicity: 1. As for the lowest unoccupied orbital energy: -0.25 eV. The calculation puts the energy at -37227.5808 eV.

Geometry as XYZ:
```
25
Properties=species:S:1:pos:R:3:nbo_charge:R:1
C 1.48975 2.10553 2.01784 -0.613
C 0.41831 1.55822 1.00009 -0.395
C 0.62484 0.01096 0.90341 -0.386
C 0.12431 -0.68207 -0.40932 -0.435
C -1.34917 -0.54696 -0.62453 -0.059
N -0.86710 -3.96357 -3.76996 0.732
O -2.10406 -4.02433 -3.87703 -0.510
O -0.14030 -4.51640 -4.52895 -0.331
O -3.10423 -1.71493 -3.60244 -0.949
O -1.71068 -0.87987 -1.96938 -0.803
O -0.49239 -3.15471 -2.85735 -0.487
P -2.36286 -2.30303 -2.32686 1.906
S -3.10776 -3.29898 -0.90237 -0.447
H 1.30276 1.57396 3.08044 0.210
H 2.53547 1.84160 1.60613 0.203
H 1.52209 3.21819 2.03891 0.217
H 0.50400 1.99283 0.05322 0.193
H -0.52193 1.64570 1.39671 0.191
H 1.64273 -0.20981 1.14039 0.209
H 0.01896 -0.23689 1.74599 0.196
H 0.43609 -1.66048 -0.38196 0.214
H 0.49487 -0.19473 -1.32114 0.209
H -1.55974 0.68025 -0.59210 0.191
H -1.97333 -1.12728 0.06135 0.208
H -3.50691 -2.46116 -4.14435 0.538
```